[1]
Density functional theory data (ωB97M-V/def2-TZVPD) for C17H18ClFN2O2 in the gas phase.

XYZ file:
```
41
Properties=species:S:1:pos:R:3:forces:R:3
H -4.210 -1.232 1.473 0.0 0.1 0.0
H 0.167 4.324 -0.162 0.0 0.1 0.0
C -0.010 -0.427 0.552 0.0 0.1 0.1
H -2.176 -1.201 0.159 -0.1 0.2 -0.1
H -6.513 -2.017 1.951 -0.1 -0.1 0.1
C 3.518 -0.658 0.416 0.0 0.1 0.1
H -4.164 -1.786 -0.972 0.0 0.0 0.0
C -5.030 -0.933 0.816 -0.1 -0.2 -0.1
Cl 2.020 -1.697 -1.579 0.0 -0.1 -0.1
H 2.490 1.786 0.506 0.1 0.0 0.0
C 5.896 -0.196 0.142 -0.1 0.0 0.2
C -3.408 0.210 -0.714 -0.2 -0.4 -0.1
C 1.484 1.439 0.321 -0.2 0.7 -0.3
H 4.586 -1.467 -2.702 0.0 0.0 -0.1
N -2.232 -0.253 -0.208 0.3 -0.5 0.3
N 1.224 0.157 0.704 -0.3 0.0 0.0
H 6.814 0.166 0.576 0.1 0.0 0.1
H -5.337 -0.488 -1.273 0.1 0.0 0.0
C -1.021 0.409 -0.074 0.0 0.5 -0.2
C 4.640 -1.109 -1.687 -0.2 -0.1 -0.1
C 2.289 -0.646 1.282 0.1 -0.4 0.3
H 1.878 -1.658 1.380 0.1 0.2 0.0
H -5.384 0.045 1.149 0.1 0.0 0.0
F 4.805 0.252 2.168 0.0 0.0 -0.1
C -0.751 1.685 -0.465 -0.2 -0.4 0.1
C 4.741 -0.205 0.900 0.0 -0.1 -0.3
C 0.542 2.227 -0.258 0.6 -0.2 0.3
O -0.238 -1.578 0.923 -0.2 -0.2 0.0
C 0.833 3.633 -0.677 0.0 -0.1 0.0
C 5.836 -0.652 -1.163 -0.1 0.0 0.1
H 0.667 3.748 -1.746 0.0 0.1 -0.1
C 3.497 -1.112 -0.903 0.4 0.1 0.1
C -6.161 -1.949 0.925 0.2 0.2 0.1
H 2.537 -0.267 2.277 -0.1 -0.1 -0.2
H 6.725 -0.653 -1.773 0.1 0.0 -0.1
O -3.556 1.324 -1.166 0.0 0.3 -0.1
H 1.861 3.902 -0.450 0.1 0.1 0.0
C -4.523 -0.815 -0.625 -0.1 0.2 0.2
H -5.821 -2.934 0.612 0.0 -0.1 0.0
H -6.997 -1.659 0.293 -0.1 0.0 -0.1
H -1.520 2.281 -0.928 -0.1 0.0 0.0
```
Positions in Å, forces in eV/Å.

The calculation puts the total energy at -1478.7101 Eh. The calculation puts the HOMO-LUMO gap at 8.571 eV. Its spin multiplicity is 1. The calculation puts the max |F| at 0.808 eV Å⁻¹. The total charge is 0.


[2]
Density functional theory data (ωB97M-V/def2-TZVPD) for C17H18ClFN2O3S2 in the gas phase.

XYZ file:
```
44
Properties=species:S:1:pos:R:3:forces:R:3
H -6.545 -1.289 -0.203 0.2 -0.1 0.0
S -7.224 0.962 0.199 0.0 -0.2 -0.6
H 6.938 -2.301 0.028 0.0 -0.1 0.0
O -7.147 0.910 1.623 0.2 -0.2 0.1
H 8.435 -0.713 1.229 0.1 0.0 0.0
H -2.986 -1.329 1.861 0.0 -0.1 0.1
H -5.139 -0.128 1.580 0.0 -0.1 0.1
N -5.758 1.445 -0.441 -0.9 0.2 0.1
N 0.272 -0.703 -0.187 0.1 0.2 -0.1
C -7.432 -0.716 -0.443 0.1 0.8 0.3
C -0.845 -1.268 0.339 0.2 0.1 -0.2
H 0.241 0.254 -0.508 -0.1 -0.1 0.1
C 2.400 -0.332 0.969 0.0 0.3 -0.4
C 5.542 -0.774 -0.477 0.2 0.3 0.1
C -2.107 -0.512 0.102 -0.3 0.0 0.1
O -8.185 1.824 -0.415 0.0 0.0 -0.3
H 2.104 -1.397 -0.893 0.0 0.0 0.1
C 6.022 1.433 0.249 0.1 -0.4 0.0
C 7.191 0.979 0.838 0.0 0.2 0.0
H 3.386 -0.748 1.172 0.0 -0.1 0.1
H -7.585 -0.647 -1.511 0.0 0.0 -0.2
Cl 5.626 3.108 0.355 0.0 0.2 0.0
C -4.351 -0.027 0.852 0.1 0.0 0.0
H -5.854 2.016 -1.265 -0.2 0.1 -0.1
H 7.832 1.678 1.351 0.0 0.1 0.0
C 7.526 -0.362 0.767 -0.1 0.0 -0.1
F 4.744 -1.646 -1.131 0.0 0.1 0.1
C 6.701 -1.252 0.103 -0.1 -0.1 -0.1
H 3.478 0.290 -1.726 0.1 0.1 -0.1
C 1.585 -1.243 0.059 0.2 -0.2 0.1
C -3.515 0.959 -1.179 -0.2 0.1 0.0
C -3.146 -0.678 1.015 0.2 0.0 -0.2
H -8.301 -1.142 0.041 -0.1 0.0 0.1
C -4.548 0.797 -0.256 0.6 -0.5 0.3
C 5.163 0.565 -0.428 0.1 -0.2 0.0
H 1.445 -2.214 0.542 0.1 0.1 -0.1
H -3.668 1.593 -2.040 0.0 0.0 -0.1
H 3.995 1.985 -1.525 0.0 -0.1 -0.1
H 1.877 -0.171 1.912 0.0 0.0 0.0
O -0.822 -2.326 0.939 -0.1 -0.2 0.2
C 3.879 1.023 -1.028 -0.5 -0.1 0.3
S 2.615 1.340 0.270 0.1 -0.1 0.0
H -1.533 0.440 -1.742 0.1 0.0 -0.1
C -2.306 0.317 -0.998 0.0 -0.1 0.2
```
Positions in Å, forces in eV/Å.

The calculation puts the total energy at -2350.3036 Eh. The calculation puts the HOMO-LUMO gap at 9.385 eV. Its spin multiplicity is 1. The calculation puts the max |F| at 0.901 eV Å⁻¹. The total charge is 0.


[3]
Density functional theory data (ωB97M-V/def2-TZVPD) for C17H18ClN3 in the gas phase.

XYZ file:
```
39
Properties=species:S:1:pos:R:3:forces:R:3
C -1.874 0.281 1.150 0.6 0.4 0.5
H -2.135 1.534 -0.535 0.6 -0.5 0.0
N 0.474 -0.176 1.613 1.0 0.9 -1.1
H -2.789 -0.274 1.048 -0.3 -0.6 0.1
H -4.082 -1.203 -3.584 -0.7 0.1 -0.2
N -0.084 1.145 -0.262 0.5 0.6 -1.1
C -1.473 0.674 -0.260 -0.1 0.5 -0.8
H -3.601 0.467 -1.831 -0.2 0.3 0.0
C -1.739 -0.420 -1.309 0.8 0.3 1.1
C -2.916 -0.337 -2.022 0.1 -0.2 0.0
C -2.309 -2.329 -3.259 -0.6 -0.2 0.3
H -0.693 -1.802 3.392 0.1 -0.3 -0.2
C -3.212 -1.279 -2.975 1.0 -1.3 -1.0
Cl 6.789 1.717 -0.111 -0.9 -0.3 0.3
H -2.295 1.223 3.054 -0.4 -0.6 0.9
C 0.849 0.645 0.641 -1.3 -2.3 1.9
H -3.037 2.016 1.669 -0.1 0.2 0.1
H 0.268 1.285 -1.221 -0.2 0.0 1.0
H -2.198 -1.880 2.463 0.1 -0.1 0.1
C 2.309 0.919 0.535 0.6 0.1 0.1
H 5.351 0.015 1.822 0.0 -0.1 -0.1
C -2.158 1.492 2.037 0.2 0.6 -1.0
H -2.534 -3.105 -4.028 0.2 0.9 0.7
C -0.849 -1.484 -1.524 -1.0 1.0 0.1
C -1.164 -2.433 -2.475 -0.2 0.4 -0.2
C -1.114 -1.788 2.380 0.0 0.3 0.0
H -0.447 -3.204 -2.582 0.4 -0.9 -0.5
C 3.266 0.233 1.349 -0.3 0.3 -0.6
C 4.630 0.505 1.181 -0.2 0.1 -0.3
N -0.839 -0.526 1.748 0.1 0.2 -0.7
H 0.065 -1.548 -0.960 0.2 0.0 0.2
C 2.804 1.870 -0.384 -2.2 -0.3 -0.2
H -0.747 -2.617 1.760 0.0 -0.1 0.3
H 2.099 2.409 -1.057 0.6 -0.4 0.7
H 4.567 2.809 -1.255 -0.7 -0.2 0.2
C 4.134 2.106 -0.532 1.8 0.7 -1.1
H 2.948 -0.542 2.075 0.1 0.8 -0.6
C 5.064 1.405 0.190 0.3 -0.5 1.2
H -1.327 2.194 2.058 0.2 0.1 -0.3
```
Positions in Å, forces in eV/Å.

The calculation puts the total energy at -1283.0249 Eh. The calculation puts the HOMO-LUMO gap at 7.636 eV. Its spin multiplicity is 1. The calculation puts the max |F| at 3.249 eV Å⁻¹. The total charge is 0.


[4]
Density functional theory data (ωB97M-V/def2-TZVPD) for C17H18ClN5O2 in the gas phase.

XYZ file:
```
43
Properties=species:S:1:pos:R:3:forces:R:3
C 6.444 1.778 -0.389 0.1 -0.1 0.0
C -4.212 0.714 0.118 -0.5 0.4 0.1
C -1.019 -2.084 -0.476 0.1 -0.1 0.0
C 5.234 -0.498 0.661 -0.1 0.2 -0.1
C 0.489 -2.122 -0.298 -0.2 0.0 0.0
H -1.295 0.751 -0.288 0.0 0.1 -0.1
Cl 8.924 0.936 0.253 0.2 0.0 0.0
C -3.144 -1.397 0.661 0.0 -0.2 0.4
H -2.252 -1.486 -2.142 0.0 0.0 0.0
H -7.016 0.823 1.717 -0.1 0.1 0.0
H 7.216 -1.126 1.174 0.1 0.0 0.0
H -1.172 -1.043 1.426 0.0 0.0 0.1
C 5.072 1.636 -0.436 -0.2 -0.2 0.1
N 1.047 -0.925 -0.016 0.3 0.8 0.1
C -6.221 1.159 1.063 -0.1 0.3 -0.1
H -3.668 -1.275 1.611 0.1 -0.1 -0.1
C 4.454 0.497 0.076 0.4 0.2 0.0
C 7.208 0.773 0.186 -0.3 -0.1 0.0
O 1.161 -3.134 -0.347 0.2 -0.3 0.0
C -6.272 2.391 0.426 0.0 0.0 0.0
C -2.054 0.216 -0.875 0.1 0.1 -0.4
H -1.300 -3.083 -0.823 0.1 0.1 0.1
H 0.599 -0.019 -0.111 0.1 -0.2 0.0
C 2.975 0.430 -0.008 -0.4 -0.3 0.1
H -5.126 3.630 -0.929 -0.1 0.1 0.0
N 2.428 -0.805 0.114 -0.2 -0.5 0.0
H 4.452 2.407 -0.868 0.0 0.1 0.0
C -1.476 -1.042 -1.517 -0.1 0.1 0.1
H -2.413 0.907 -1.641 0.2 -0.1 0.1
H -1.671 -2.732 1.484 0.0 0.0 0.0
H -3.678 -2.160 0.080 0.0 0.0 0.1
H 4.779 -1.372 1.101 0.0 -0.1 0.1
N -4.163 1.882 -0.542 0.3 0.0 -0.1
O 2.257 1.408 -0.149 0.0 0.2 -0.1
C -1.699 -1.826 0.879 -0.2 -0.1 -0.1
C 6.608 -0.360 0.717 0.2 0.0 0.0
N -3.176 -0.128 -0.034 0.3 -0.2 -0.1
C -5.187 2.695 -0.384 -0.3 0.0 0.2
H 2.908 -1.691 0.023 0.0 0.2 0.0
H -7.100 3.067 0.551 -0.1 0.1 0.0
N -5.216 0.319 0.917 0.1 -0.3 0.0
H -0.649 -0.767 -2.174 0.0 0.0 -0.1
H 6.921 2.658 -0.791 0.1 0.1 0.0
```
Positions in Å, forces in eV/Å.

The calculation puts the total energy at -1543.0984 Eh. The calculation puts the HOMO-LUMO gap at 8.580 eV. Its spin multiplicity is 1. The calculation puts the max |F| at 0.916 eV Å⁻¹. The total charge is 0.


[5]
Density functional theory data (ωB97M-V/def2-TZVPD) for C17H18F3N5O2 in the gas phase.

XYZ file:
```
45
Properties=species:S:1:pos:R:3:forces:R:3
H 3.897 0.850 -1.435 0.0 0.1 0.0
O 0.295 3.350 -1.385 -0.1 0.0 -0.1
C -0.745 -2.336 -1.635 -0.2 0.2 0.1
C -1.785 1.275 1.611 0.0 0.0 0.1
O -1.214 -0.105 -2.280 -0.4 0.1 0.0
N -1.353 -2.063 0.700 -0.3 -0.1 1.5
C 0.792 2.376 -0.870 0.3 0.0 0.0
C 2.614 -0.381 -0.246 0.1 -0.1 -0.2
C 0.209 1.868 0.408 -0.4 0.1 0.2
C -1.876 -2.335 -0.612 -0.2 0.0 -0.8
C 0.916 1.841 1.606 -0.1 0.0 -0.1
C 0.276 1.523 2.791 0.0 0.1 0.0
C -1.931 -2.190 1.913 0.4 0.1 -0.5
F -3.583 -0.011 0.753 0.1 -0.1 -0.3
F -3.976 2.059 1.173 0.1 0.2 -0.1
N 0.034 -1.477 2.167 0.9 0.2 0.3
H 3.372 1.625 0.050 0.1 0.0 0.0
H 2.410 2.485 -2.174 -0.1 -0.1 0.1
H 0.463 1.131 -3.073 0.2 -0.1 0.0
C 3.040 0.987 -0.769 -0.2 0.0 0.2
H 3.468 -0.880 0.212 0.0 0.0 0.1
H 2.100 0.491 -3.369 0.0 0.0 0.0
C 2.081 -1.246 -1.389 0.1 -0.2 0.5
H -2.928 -2.531 2.085 -0.3 -0.1 0.0
H 2.861 -1.398 -2.146 0.0 0.0 0.0
C -1.078 1.241 2.805 -0.1 0.1 -0.2
F -3.761 0.654 2.783 0.2 0.0 0.3
C 1.345 0.694 -2.600 -0.1 0.5 -0.3
H -1.578 0.991 3.727 0.0 0.0 0.0
H 1.962 2.099 1.625 0.1 0.0 0.0
C -1.155 1.591 0.416 0.1 -0.1 0.1
H -2.387 -3.302 -0.584 0.1 0.1 0.0
H 0.834 1.497 3.713 0.1 0.0 0.1
C 1.947 1.686 -1.582 0.1 0.0 -0.4
H 1.788 -2.213 -0.992 0.0 0.0 -0.1
H 1.832 -0.290 0.507 0.1 -0.1 0.0
H -1.131 -2.757 -2.567 0.0 0.0 0.0
H -2.599 -1.557 -0.882 0.1 -0.2 0.0
H 0.076 -2.955 -1.287 0.0 0.0 -0.1
N 0.965 -0.573 -2.014 0.2 0.1 -0.2
C -0.344 -0.899 -1.969 0.1 -0.4 0.0
N -1.063 -1.825 2.823 -0.8 -0.3 0.6
N -0.119 -1.609 0.913 0.2 0.0 -1.1
C -3.261 1.003 1.589 -0.3 0.0 0.0
H -1.711 1.617 -0.510 0.0 0.1 -0.1
```
Positions in Å, forces in eV/Å.

The calculation puts the total energy at -1382.4838 Eh. The calculation puts the HOMO-LUMO gap at 9.942 eV. Its spin multiplicity is 1. The calculation puts the max |F| at 1.517 eV Å⁻¹. The total charge is 0. The relative energy (zero: lowest compared OMol25 entry of this formula, charge and spin) comes out at 0.00 kJ/mol.


[6]
Density functional theory data (ωB97M-V/def2-TZVPD) for a molecular structure, C17H18F5NO5TeZr.

XYZ file:
```
48
Properties=species:S:1:pos:R:3:forces:R:3
H 3.521 -3.025 1.412 0.0 0.0 0.0
H -0.172 4.081 3.156 0.0 0.0 0.0
C 1.432 -0.272 1.788 0.0 -0.2 0.0
H -2.390 -3.453 -4.133 0.0 0.0 0.0
H -1.148 1.713 2.839 0.0 0.0 0.0
N -0.945 -1.200 -1.414 -0.1 -0.1 -0.1
Te -1.058 3.146 -1.611 0.0 0.3 0.3
H 1.056 -3.705 1.479 0.0 0.0 0.0
H 4.016 -1.389 1.803 0.0 0.0 0.0
F -1.552 1.274 -1.889 -0.3 -0.2 -0.2
H -0.275 4.306 1.417 0.0 0.0 0.0
H -4.496 -0.585 0.715 0.0 0.0 0.0
C 0.190 0.115 2.308 -0.1 -0.1 0.2
C -2.236 -1.545 -1.374 0.0 0.0 0.0
H 3.189 0.505 0.817 0.0 0.0 0.0
Zr -0.159 0.539 -0.189 1.0 0.6 0.8
F -1.674 2.602 0.128 -0.1 0.1 0.0
F -0.607 4.840 -1.121 -0.1 0.0 -0.1
C 1.243 -1.093 -2.263 -0.1 0.0 0.1
H 1.266 4.533 2.230 0.0 0.0 0.0
C -2.801 -2.366 -2.323 0.0 0.0 0.0
H 1.871 -1.968 2.912 0.0 0.0 0.0
F -2.790 3.625 -1.877 0.0 -0.1 -0.1
C 2.254 0.758 1.296 0.0 -0.2 0.0
H -3.846 -2.639 -2.273 0.0 0.0 0.0
H 2.561 2.853 1.033 0.0 0.0 0.0
O -4.145 -1.053 -0.065 0.0 -0.1 0.1
O -2.167 -0.176 0.523 -0.2 0.2 0.0
C -0.641 -2.447 -3.405 -0.1 -0.1 0.1
H 0.930 -2.635 0.098 0.0 0.0 0.0
C -0.182 1.466 2.415 0.0 -0.1 -0.1
O 1.317 -0.293 -1.170 0.2 -0.2 -0.4
C 1.859 -1.732 1.842 0.0 0.0 0.0
O 2.129 -1.323 -3.013 0.0 -0.1 0.0
C 0.689 2.484 2.021 0.0 0.0 -0.1
O 0.495 2.366 -1.052 -0.3 -0.2 -0.2
C 1.894 2.092 1.418 -0.1 0.0 0.0
H -0.486 -0.641 2.689 0.0 0.0 0.0
H 3.307 -1.750 0.218 0.0 0.0 0.0
C -2.878 -0.879 -0.218 0.0 0.0 -0.1
H 0.027 -2.764 -4.195 0.0 0.0 0.0
C -0.162 -1.637 -2.383 0.1 0.0 -0.2
H -0.186 -2.472 1.478 0.0 0.0 0.0
C -1.976 -2.818 -3.361 0.0 0.0 0.0
F -0.739 3.289 -3.394 0.1 0.1 0.0
C 0.848 -2.677 1.186 0.0 0.0 0.0
C 3.257 -1.976 1.286 0.0 0.0 0.0
C 0.361 3.929 2.219 0.0 0.0 0.0
```
Positions in Å, forces in eV/Å.

The calculation puts the total energy at -1903.6080 Eh. The calculation puts the HOMO-LUMO gap at 8.276 eV. Its spin multiplicity is 1. The calculation puts the max |F| at 1.385 eV Å⁻¹. The total charge is +2. The relative energy (zero: lowest compared OMol25 entry of this formula, charge and spin) comes out at 71.33 kJ/mol.


Question: The highest max |F| belongs to which entry?
Answer: C17H18ClN3


Question: What is the formula in the fourth record?
Answer: C17H18ClN5O2